DFT (wB97M-V/def2-TZVPD) results for a molecular structure, C5H7NO.

Summary:
total charge = 0
lowest unoccupied orbital energy = 0.73 eV
relative energy (zero: lowest compared OMol25 entry of this formula, charge and spin) = 110.9 kcal per mole
maximum force = 0.54 eV/A
HOMO energy = -9.412 eV

```
14
Properties=species:S:1:pos:R:3:nbo_charge:R:1
O -1.1377 1.9734 0.6179 -0.507
C -0.9520 0.7796 0.5732 0.419
C -0.1909 0.1227 -0.5398 -0.171
C 1.0476 -0.6895 -0.3206 -0.087
C 0.9858 -1.4559 0.9746 -0.263
C -0.1903 -1.9560 0.5894 -0.043
N -0.2139 -1.3427 -0.7430 -0.374
H -0.3760 3.1355 -1.1679 0.025
H -1.3623 0.1133 1.3520 0.127
H -0.2126 0.6824 -1.4736 0.244
H 1.8842 -0.6247 -1.0109 0.225
H 0.0938 3.3145 -1.7181 -0.034
H 1.6234 -1.5159 1.8466 0.226
H -0.9988 -2.5367 1.0204 0.212
```